(1)
# C3H3NO2

A cluster of 2 separate species, C3H3NO2 in total (the ωB97M-V functional and the def2-TZVPD basis, OMol25).

Values from the calculation:
- Multiplicity: 1
- Energy above the lowest of the compared OMol25 structures with the same formula, charge and spin: 130.77 kcal per mole
- Total charge: 0
- Maximum force: 0.088 hartree/bohr
- Kohn-Sham gap (alpha / beta): 8.89 / 8.95 eV

Each line ends with the Löwdin charge.
Element x y z (Å)
C (0.16, -0.24, -1.58)  -0.130
C (0.78, -0.36, 1.07)  -0.003
C (0.08, -0.28, -0.20)  -0.233
N (0.21, -0.21, -2.73)  0.217
O (-0.34, -1.17, 0.68)  0.107
O (-1.15, 1.52, 0.05)  -0.188
H (1.72, -0.89, 1.13)  0.127
H (0.56, 0.41, 1.80)  0.126
H (-2.02, 1.22, -0.23)  -0.021


(2)
# C2H7N2

The ion C2H7N2 with charge +1 (the ωB97M-V functional and the def2-TZVPD basis, OMol25).

Values from the calculation:
- Multiplicity: 1
- Energy above the lowest of the compared OMol25 structures with the same formula, charge and spin: 31.90 kcal per mole
- Total charge: +1
- Maximum force: 0.021 hartree/bohr
- Kohn-Sham gap: 9.61 eV

Each line ends with the Löwdin charge.
Element x y z (Å)
C (0.77, -0.18, -0.29)  -0.170
C (-0.55, -0.09, -0.06)  -0.117
N (-1.05, 0.15, 1.30)  0.182
N (1.23, -0.05, -1.57)  0.098
H (1.52, -0.46, 0.43)  0.129
H (-1.26, -0.33, -0.84)  0.126
H (-1.18, 1.15, 1.45)  0.177
H (-0.47, -0.31, 2.00)  0.175
H (-1.99, -0.24, 1.43)  0.175
H (2.17, -0.35, -1.76)  0.112
H (0.81, 0.71, -2.08)  0.113


(3)
# C4H9IN2

An isolated molecule of C4H9IN2 (the ωB97M-V functional and the def2-TZVPD basis, OMol25).

Values from the calculation:
- Multiplicity: 1
- Energy above the lowest of the compared OMol25 structures with the same formula, charge and spin: 52.07 kcal per mole
- Total charge: 0
- Maximum force: 0.116 hartree/bohr
- Kohn-Sham gap (alpha / beta): 7.45 / 7.45 eV

Each line ends with the Löwdin charge.
Element x y z (Å)
C (-0.72, 1.18, 0.46)  -0.185
C (0.56, 1.78, -0.04)  -0.349
C (-0.35, -0.33, 0.46)  -0.178
C (1.24, 0.63, -0.84)  -0.691
N (-0.97, -2.66, 0.11)  0.035
N (-1.13, -1.22, -0.10)  -0.098
I (3.13, 0.01, -0.25)  0.682
H (-0.99, 1.60, 1.44)  0.105
H (-1.56, 1.41, -0.19)  0.103
H (0.62, 2.70, -0.79)  0.127
H (1.24, 2.22, 0.74)  0.096
H (0.09, -0.74, 1.35)  0.116
H (1.15, 0.32, -1.81)  -0.046
H (-0.25, -3.06, -0.56)  0.105
H (-0.54, -2.77, 1.00)  0.051
H (-1.54, -1.06, -0.99)  0.129


(4)
# C38H45CoNP4S

A structure of composition C38H45CoNP4S (the ωB97M-V functional and the def2-TZVPD basis, OMol25).

Values from the calculation:
- Multiplicity: 2
- Energy above the lowest of the compared OMol25 structures with the same formula, charge and spin: 33.86 kcal per mole
- Total charge: +2
- Maximum force: 0.016 hartree/bohr
- Kohn-Sham gap (alpha / beta): 5.99 / 6.70 eV

Each line ends with the Löwdin charge.
Element x y z (Å)
Co (0.44, 0.56, 0.27)  -0.072
C (-1.53, 2.95, 2.09)  -0.225
P (-0.66, 2.55, 0.54)  0.874
C (0.43, 3.98, 0.27)  -0.214
C (-1.89, 2.69, -0.78)  -0.376
C (-2.85, 3.69, -0.82)  -0.059
C (-3.72, 3.77, -1.89)  -0.035
C (-3.62, 2.86, -2.94)  -0.036
C (-2.67, 1.86, -2.90)  -0.062
C (-1.80, 1.77, -1.82)  -0.370
P (-0.57, 0.45, -1.66)  0.846
C (-1.52, -1.08, -1.90)  -0.195
C (0.44, 0.57, -3.17)  -0.208
H (-1.86, 3.99, 2.09)  0.059
H (-0.85, 2.80, 2.93)  0.041
H (-2.39, 2.30, 2.20)  0.061
H (-0.17, 4.88, 0.14)  0.063
H (1.04, 3.84, -0.62)  0.055
H (1.09, 4.11, 1.14)  0.043
H (-2.93, 4.41, -0.01)  0.113
H (-4.47, 4.55, -1.92)  0.123
H (-4.30, 2.93, -3.78)  0.123
H (-2.61, 1.15, -3.72)  0.112
H (-2.00, -1.09, -2.88)  0.064
H (-2.28, -1.17, -1.14)  0.029
H (-0.85, -1.94, -1.84)  0.042
H (-0.19, 0.68, -4.05)  0.060
H (1.02, -0.34, -3.27)  0.028
H (1.11, 1.43, -3.11)  0.059
C (3.16, -7.60, 0.89)  -0.405
S (3.81, -6.15, 1.73)  0.817
C (2.40, -5.03, 1.62)  -0.534
C (2.18, -4.46, 0.22)  -0.244
C (1.08, -3.42, 0.18)  -0.257
N (1.32, -2.27, 1.12)  -0.347
P (-0.08, -1.36, 1.72)  1.019
C (0.19, -1.24, 3.50)  -0.373
C (0.73, -2.30, 4.24)  -0.093
C (0.85, -2.18, 5.61)  -0.048
C (0.42, -1.03, 6.26)  -0.051
C (-0.13, 0.01, 5.53)  -0.058
C (-0.24, -0.09, 4.15)  -0.095
C (-1.54, -2.44, 1.67)  -0.345
C (-2.74, -1.85, 1.30)  -0.120
C (-3.93, -2.57, 1.37)  -0.057
C (-3.92, -3.88, 1.81)  -0.046
C (-2.72, -4.48, 2.19)  -0.044
C (-1.54, -3.76, 2.13)  -0.088
P (2.06, -0.97, 0.25)  0.937
C (3.54, -1.51, -0.60)  -0.345
C (4.60, -2.04, 0.14)  -0.081
C (5.75, -2.44, -0.50)  -0.041
C (5.86, -2.31, -1.88)  -0.036
C (4.82, -1.78, -2.62)  -0.049
C (3.65, -1.38, -1.98)  -0.076
C (2.62, 0.28, 1.44)  -0.378
C (2.95, 0.05, 2.78)  -0.063
C (3.49, 1.06, 3.54)  -0.028
C (3.72, 2.31, 2.97)  -0.029
C (3.42, 2.55, 1.64)  -0.062
C (2.87, 1.54, 0.88)  -0.125
H (3.90, -8.39, 1.00)  0.037
H (3.00, -7.43, -0.17)  0.032
H (2.23, -7.93, 1.36)  0.041
H (2.61, -4.22, 2.32)  0.048
H (1.50, -5.54, 1.98)  0.078
H (1.90, -5.26, -0.47)  0.119
H (3.12, -4.07, -0.15)  0.082
H (0.14, -3.89, 0.46)  0.089
H (0.94, -3.05, -0.85)  0.097
H (1.08, -3.19, 3.73)  0.090
H (1.28, -3.00, 6.19)  0.118
H (0.51, -0.95, 7.33)  0.117
H (-0.48, 0.91, 6.04)  0.114
H (-0.68, 0.72, 3.58)  0.071
H (-2.76, -0.81, 0.98)  0.088
H (-4.86, -2.10, 1.09)  0.116
H (-4.84, -4.44, 1.86)  0.119
H (-2.71, -5.50, 2.55)  0.119
H (-0.62, -4.23, 2.46)  0.097
H (4.51, -2.14, 1.22)  0.118
H (6.57, -2.86, 0.07)  0.122
H (6.77, -2.63, -2.38)  0.121
H (4.91, -1.67, -3.69)  0.118
H (2.84, -0.97, -2.55)  0.073
H (2.80, -0.94, 3.21)  0.104
H (3.75, 0.88, 4.57)  0.124
H (4.17, 3.10, 3.57)  0.122
H (3.64, 3.51, 1.20)  0.120
H (2.68, 1.70, -0.19)  0.107


(5)
# C28H70F6N7O11PdS2

A structure of composition C28H70F6N7O11PdS2 (the ωB97M-V functional and the def2-TZVPD basis, OMol25).

Values from the calculation:
- Multiplicity: 3
- Energy above the lowest of the compared OMol25 structures with the same formula, charge and spin: 0.00 kcal per mole
- Total charge: +1
- Maximum force: 0.071 hartree/bohr
- Kohn-Sham gap (alpha / beta): 7.33 / 4.77 eV

Each line ends with the Löwdin charge.
Element x y z (Å)
Pd (-1.56, -1.46, 2.22)  1.140
C (1.76, -2.72, -0.23)  -0.682
F (2.30, -3.76, -0.81)  0.191
F (1.93, -2.82, 1.08)  0.139
F (2.27, -1.60, -0.69)  0.169
S (-0.12, -2.75, -0.58)  0.709
O (-0.15, -2.66, -2.02)  -0.247
O (-0.67, -3.93, 0.04)  -0.286
N (-0.76, -1.34, 0.27)  -0.375
S (-0.96, -0.09, -0.77)  0.593
O (-1.45, 1.06, -0.05)  -0.277
O (0.13, 0.18, -1.64)  -0.274
C (-2.38, -0.57, -1.96)  -0.629
F (-3.06, -1.70, -1.57)  0.076
F (-3.23, 0.42, -2.14)  0.169
F (-1.84, -0.82, -3.14)  0.153
C (0.51, -3.40, 3.90)  -0.037
O (0.37, -2.27, 3.01)  -0.332
C (1.16, -1.13, 3.39)  -0.185
C (0.64, 0.12, 2.74)  -0.207
N (-0.76, 0.49, 3.09)  -0.057
C (-0.82, 0.83, 4.54)  -0.182
C (-2.17, 1.39, 4.87)  -0.210
O (-2.14, 2.70, 4.35)  -0.186
C (-3.32, 3.44, 4.57)  -0.094
H (-0.03, -3.08, 4.79)  0.096
H (1.55, -3.67, 4.09)  0.111
H (-0.04, -4.22, 3.45)  0.084
H (2.16, -1.37, 3.03)  0.134
H (1.27, -1.00, 4.47)  0.130
H (0.72, 0.02, 1.66)  0.087
H (1.31, 0.92, 3.08)  0.123
H (-0.84, 1.41, 2.66)  0.108
H (-0.06, 1.54, 4.85)  0.120
H (-0.75, -0.07, 5.16)  0.127
H (-2.35, 1.43, 5.95)  0.139
H (-2.97, 0.82, 4.40)  0.087
H (-4.17, 3.02, 4.01)  0.085
H (-3.17, 4.41, 4.10)  0.096
H (-3.58, 3.73, 5.59)  0.097
C (1.99, 0.19, -4.57)  -0.063
C (2.47, 1.51, -3.99)  -0.415
C (3.21, 2.50, -4.92)  -0.182
O (4.19, 1.76, -5.64)  -0.198
C (4.97, 2.58, -6.47)  -0.127
N (1.27, 2.13, -3.37)  0.060
H (2.83, -0.41, -4.94)  0.078
H (1.32, 0.37, -5.42)  0.088
H (1.48, -0.48, -3.88)  0.062
H (3.19, 1.13, -3.26)  0.116
H (3.70, 3.24, -4.29)  0.116
H (2.54, 2.98, -5.63)  0.126
H (5.79, 1.98, -6.85)  0.089
H (5.37, 3.44, -5.93)  0.082
H (4.38, 3.05, -7.27)  0.087
H (1.51, 2.64, -2.53)  0.015
H (0.71, 1.35, -3.04)  0.011
C (2.95, 1.84, 0.00)  -0.041
C (2.10, 3.08, -0.19)  -0.431
C (1.92, 3.83, 1.11)  -0.173
O (0.88, 3.22, 1.89)  -0.195
C (0.98, 3.47, 3.28)  -0.100
N (2.70, 3.91, -1.21)  0.039
H (3.83, 2.01, 0.63)  0.082
H (3.25, 1.47, -0.98)  0.063
H (2.39, 1.08, 0.55)  0.058
H (1.10, 2.73, -0.50)  0.129
H (1.73, 4.89, 0.89)  0.127
H (2.80, 3.80, 1.77)  0.117
H (0.45, 4.40, 3.50)  0.104
H (2.00, 3.43, 3.67)  0.100
H (0.37, 2.72, 3.80)  0.027
H (3.61, 4.23, -0.88)  0.088
H (2.24, 4.68, -1.66)  0.091
C (-7.26, -2.24, -4.81)  -0.058
C (-6.03, -1.47, -4.31)  -0.398
C (-6.44, -0.13, -3.58)  -0.187
O (-5.97, 0.98, -4.34)  -0.203
C (-6.34, 2.24, -3.77)  -0.098
N (-5.16, -2.29, -3.47)  0.025
H (-7.86, -2.50, -3.94)  0.076
H (-6.96, -3.17, -5.30)  0.072
H (-7.84, -1.62, -5.49)  0.083
H (-5.37, -1.18, -5.13)  0.132
H (-5.87, -0.04, -2.64)  0.102
H (-7.50, -0.07, -3.35)  0.117
H (-7.12, 2.15, -3.00)  0.077
H (-6.73, 2.86, -4.57)  0.090
H (-5.51, 2.58, -3.16)  0.083
H (-4.92, -3.16, -3.94)  0.071
H (-4.25, -1.91, -3.24)  0.024
C (6.78, -1.53, 2.33)  -0.077
C (7.75, -0.68, 1.47)  -0.412
C (7.12, -0.23, 0.15)  -0.207
O (6.71, -1.34, -0.60)  -0.166
C (5.30, -1.48, -0.73)  -0.100
N (8.16, 0.41, 2.38)  0.013
H (5.87, -0.95, 2.55)  0.069
H (7.14, -1.93, 3.28)  0.072
H (6.41, -2.36, 1.71)  0.065
H (8.63, -1.32, 1.45)  0.135
H (7.92, 0.31, -0.36)  0.127
H (6.35, 0.52, 0.38)  0.120
H (5.10, -2.37, -1.33)  0.096
H (4.89, -0.54, -1.08)  0.078
H (4.81, -1.65, 0.24)  0.064
H (9.08, 0.71, 2.06)  0.069
H (8.34, 0.07, 3.32)  0.061
C (-4.50, -4.59, 1.50)  -0.043
C (-3.70, -3.30, 1.44)  -0.404
C (-4.56, -2.12, 1.87)  -0.116
O (-3.71, -0.92, 1.88)  -0.300
C (-4.42, 0.19, 2.42)  -0.087
N (-2.52, -3.51, 2.30)  0.000
H (-4.06, -5.41, 0.93)  0.097
H (-5.48, -4.38, 1.07)  0.095
H (-4.73, -5.00, 2.48)  0.093
H (-3.34, -3.17, 0.42)  0.127
H (-4.93, -2.21, 2.90)  0.136
H (-5.45, -1.90, 1.28)  0.145
H (-3.84, 1.11, 2.26)  0.095
H (-4.65, 0.06, 3.47)  0.094
H (-5.28, 0.43, 1.79)  0.111
H (-2.87, -3.74, 3.24)  0.110
H (-2.18, -4.46, 2.16)  0.100